Entry 1:
{
  "formula": "C4H5NO2S4",
  "method": "ωB97M-V/def2-TZVPD",
  "relative_energy_kj_mol": 98.43,
  "max_force_ev_per_a": 3.535,
  "homo_ev": [-9.055, -9.056],
  "multiplicity": 1,
  "symbols": ["C", "C", "C", "C", "N", "O", "O", "S", "S", "S", "S", "H", "H", "H", "H", "H"],
  "xyz": [[-1.001, 0.571, 0.656], [1.456, 0.507, 0.002], [-0.346, 0.166, -1.714], [0.059, 0.213, -0.275], [0.157, -1.868, 0.030], [0.310, -2.172, 1.163], [0.021, -2.451, -0.983], [-2.513, -0.065, 0.546], [2.487, 1.002, -1.180], [-0.637, 1.805, 1.856], [2.134, 0.269, 1.604], [-0.455, 1.184, -2.091], [-1.304, -0.340, -1.822], [0.410, -0.335, -2.314], [-1.878, 1.867, 2.339], [1.100, -0.353, 2.183]]
}

---

Entry 2:
{
  "formula": "C2HClNOS2",
  "method": "ωB97M-V/def2-TZVPD",
  "smiles": "[O-]/C(Cl)=N\\C(=S)S",
  "relative_energy_kj_mol": 49.29,
  "charge": -1,
  "max_force_ev_per_a": 4.076,
  "homo_ev": -4.224,
  "multiplicity": 1,
  "symbols": ["O", "C", "Cl", "N", "C", "S", "S", "H"],
  "xyz": [[-2.161, 1.308, 0.064], [-1.420, 0.471, 0.619], [-1.722, 0.168, 2.347], [-0.468, -0.200, 0.172], [0.595, -0.534, -0.429], [0.670, -2.094, -1.003], [1.724, 0.758, -0.542], [2.782, 0.123, -1.228]]
}

---

Entry 3:
{
  "formula": "C20H28B2F8N2O12S2",
  "method": "ωB97M-V/def2-TZVPD",
  "charge": -4,
  "max_force_ev_per_a": 7.519,
  "homo_ev": 3.561,
  "multiplicity": 1,
  "symbols": ["N", "H", "H", "H", "H", "N", "H", "H", "H", "H", "C", "C", "C", "O", "C", "C", "C", "O", "O", "O", "H", "H", "C", "C", "C", "O", "C", "C", "C", "O", "O", "O", "H", "H", "B", "F", "F", "F", "F", "B", "F", "F", "F", "F", "C", "C", "C", "S", "O", "O", "C", "H", "H", "H", "H", "H", "H", "H", "H", "C", "C", "C", "S", "O", "O", "C", "H", "H", "H", "H", "H", "H", "H", "H"],
  "xyz": [[0.675, -1.078, 1.309], [1.254, -1.508, 0.603], [-0.220, -1.545, 1.325], [0.633, -0.120, 0.991], [1.050, -1.345, 2.208], [1.437, -3.562, -4.210], [1.572, -2.590, -4.446], [2.224, -3.700, -3.593], [1.538, -4.095, -5.062], [0.674, -3.923, -3.655], [3.455, 4.175, 1.455], [4.017, 5.287, 0.885], [5.489, 5.597, 1.252], [6.009, 6.645, 0.789], [6.336, 4.746, 1.823], [5.779, 3.524, 2.455], [4.225, 3.238, 2.252], [3.789, 2.323, 2.940], [6.547, 2.580, 2.736], [3.235, 6.052, 0.154], [2.430, 3.890, 1.270], [7.407, 4.862, 1.900], [7.755, -0.440, -1.215], [7.301, 0.684, -1.893], [5.863, 0.834, -2.404], [5.400, 1.860, -3.091], [4.961, -0.030, -2.074], [5.216, -1.145, -1.247], [6.755, -1.397, -0.717], [6.980, -2.170, 0.229], [4.335, -1.922, -0.961], [8.220, 1.549, -2.145], [8.820, -0.581, -1.104], [3.937, 0.092, -2.394], [2.229, -2.093, 6.471], [2.793, -0.976, 6.865], [1.345, -1.986, 5.412], [3.156, -2.966, 6.107], [1.520, -2.665, 7.567], [-1.985, 0.645, -3.291], [-1.720, -0.158, -4.382], [-2.389, 1.965, -3.638], [-2.945, -0.032, -2.502], [-0.856, 0.756, -2.589], [-4.588, 5.618, 0.031], [-5.737, 4.712, 0.165], [-5.260, 3.357, 0.509], [-3.948, 3.696, 1.670], [-3.047, 2.538, 1.749], [-4.590, 4.137, 2.932], [-3.326, 5.064, 0.588], [-4.783, 6.591, 0.482], [-4.405, 5.808, -1.027], [-6.257, 4.656, -0.791], [-6.341, 5.175, 0.945], [-4.785, 2.679, -0.201], [-6.020, 2.844, 1.098], [-2.819, 4.585, -0.250], [-2.560, 5.739, 0.970], [-6.541, -5.864, -1.006], [-5.625, -7.018, -0.680], [-4.299, -6.591, 0.026], [-3.826, -4.906, -0.771], [-2.951, -4.996, -1.960], [-3.372, -4.003, 0.280], [-5.707, -4.482, -1.175], [-7.395, -5.857, -0.329], [-7.024, -5.823, -1.982], [-5.357, -7.518, -1.611], [-6.085, -7.801, -0.078], [-3.487, -7.253, -0.276], [-4.319, -6.518, 1.113], [-5.623, -4.164, -2.214], [-6.168, -3.682, -0.596]]
}

---

Entry 4:
{
  "formula": "C12H25IrO6",
  "method": "ωB97M-V/def2-TZVPD",
  "charge": 3,
  "max_force_ev_per_a": 7.755,
  "homo_ev": [-17.947, -21.229],
  "multiplicity": 6,
  "s_squared": 8.757,
  "symbols": ["Ir", "C", "C", "O", "C", "C", "O", "C", "C", "O", "C", "C", "O", "C", "C", "O", "C", "C", "O", "H", "H", "H", "H", "H", "H", "H", "H", "H", "H", "H", "H", "H", "H", "H", "H", "H", "H", "H", "H", "H", "H", "H", "H", "H"],
  "xyz": [[0.000, 0.000, 0.000], [2.573, -0.137, 1.947], [3.004, -0.766, 0.668], [1.985, -0.298, -0.203], [2.244, 1.069, -0.674], [1.154, 1.803, -1.512], [-0.238, 1.726, -1.090], [-1.131, 1.854, -2.182], [-0.996, 0.557, -2.931], [-0.252, -0.278, -2.022], [-0.718, -1.624, -2.155], [-0.180, -2.494, -1.039], [-0.418, -1.955, 0.247], [-1.749, -1.891, 0.725], [-2.393, -0.499, 0.648], [-1.629, 0.641, 1.017], [-1.054, 0.702, 2.305], [0.296, 0.001, 2.481], [1.301, 0.399, 1.533], [3.223, 0.691, 2.243], [2.519, -0.866, 2.764], [2.937, -1.857, 0.720], [4.013, -0.488, 0.347], [3.152, 1.023, -1.289], [2.495, 1.728, 0.167], [1.277, 1.467, -2.548], [1.410, 2.870, -1.531], [-0.918, 2.734, -2.797], [-2.142, 1.960, -1.776], [-0.416, 0.674, -3.852], [-1.985, 0.164, -3.196], [-0.403, -2.019, -3.127], [-1.813, -1.645, -2.111], [0.906, -2.581, -1.146], [-0.592, -3.508, -1.099], [-1.708, -2.184, 1.780], [-2.384, -2.634, 0.228], [-3.317, -0.499, 1.240], [-2.702, -0.321, -0.386], [-1.771, 0.342, 3.052], [-0.896, 1.768, 2.503], [0.184, -1.084, 2.439], [0.653, 0.247, 3.491], [0.510, 1.443, 0.795]]
}

---

Entry 5:
{
  "formula": "C3H2NO2S",
  "method": "ωB97M-V/def2-TZVPD",
  "smiles": "[O-]C(=C=C=S)NO",
  "relative_energy_kj_mol": 321.18,
  "charge": -1,
  "max_force_ev_per_a": 5.434,
  "homo_ev": -3.742,
  "multiplicity": 1,
  "symbols": ["O", "C", "C", "C", "S", "N", "O", "H", "H"],
  "xyz": [[1.510, 1.575, -0.782], [0.658, 0.824, -0.285], [0.880, 0.030, 0.873], [0.553, -0.990, 1.510], [0.448, -2.512, 2.025], [-0.523, 0.649, -1.027], [-1.606, -0.233, -0.753], [-0.881, 1.339, -1.656], [-1.040, -0.682, 0.094]]
}

---

Entry 6:
{
  "formula": "C2H6Cl3PSi",
  "method": "ωB97M-V/def2-TZVPD",
  "relative_energy_kj_mol": 184.66,
  "max_force_ev_per_a": 4.961,
  "homo_ev": -9.577,
  "multiplicity": 1,
  "symbols": ["C", "C", "Si", "P", "Cl", "Cl", "Cl", "H", "H", "H", "H", "H", "H"],
  "xyz": [[-0.727, -1.268, 0.682], [1.626, 0.181, 0.469], [-0.625, 0.691, -1.486], [0.558, -0.941, -0.574], [0.397, 1.993, -2.653], [-1.292, 2.082, 1.053], [-2.343, 0.240, -2.289], [-1.800, -1.259, 0.306], [-0.652, -0.619, 1.481], [-0.529, -2.147, 1.158], [1.084, 1.054, 0.553], [2.663, 0.309, -0.054], [1.640, -0.314, 1.355]]
}

---

Entry 7:
{
  "formula": "C6H9N2O2",
  "method": "ωB97M-V/def2-TZVPD",
  "relative_energy_kj_mol": 51.54,
  "charge": -1,
  "max_force_ev_per_a": 1.683,
  "homo_ev": -4.886,
  "multiplicity": 1,
  "symbols": ["C", "C", "O", "O", "H", "H", "H", "C", "C", "C", "C", "N", "N", "H", "H", "H", "H", "H", "H"],
  "xyz": [[3.939, -1.569, 0.125], [2.582, -0.885, 0.166], [1.570, -1.636, 0.227], [2.604, 0.361, 0.230], [4.162, -1.827, 1.171], [4.788, -1.016, -0.264], [3.997, -2.544, -0.376], [-3.285, 1.646, -1.481], [-1.378, 0.355, 1.256], [-1.292, 0.180, -0.881], [-2.353, 0.954, -0.534], [-0.635, -0.176, 0.277], [-2.360, 1.123, 0.836], [0.387, -0.441, 0.223], [-1.116, 0.300, 2.301], [-1.077, -0.296, -1.826], [-3.028, 2.688, -1.631], [-4.326, 1.508, -1.172], [-3.256, 1.116, -2.442]]
}

---

Entry 8:
{
  "formula": "C16H11BCl3F4N3OPb",
  "method": "ωB97M-V/def2-TZVPD",
  "relative_energy_kj_mol": 0.00,
  "charge": 2,
  "max_force_ev_per_a": 2.914,
  "homo_ev": -15.058,
  "multiplicity": 1,
  "symbols": ["Pb", "N", "C", "C", "C", "C", "C", "N", "C", "C", "C", "C", "C", "N", "H", "H", "H", "H", "H", "H", "H", "H", "H", "Cl", "C", "C", "C", "Cl", "C", "O", "C", "Cl", "C", "H", "H", "F", "B", "F", "F", "F"],
  "xyz": [[-11.976, 8.001, 4.181], [-14.214, 9.981, 4.826], [-13.457, 10.804, 3.998], [-13.862, 12.065, 3.580], [-13.086, 12.799, 2.721], [-11.935, 12.317, 2.186], [-11.610, 11.029, 2.581], [-12.308, 10.316, 3.457], [-13.749, 9.762, 6.127], [-14.452, 10.160, 7.304], [-13.942, 9.773, 8.533], [-12.833, 8.976, 8.538], [-12.202, 8.633, 7.370], [-12.632, 9.022, 6.201], [-15.151, 10.343, 4.860], [-14.785, 12.512, 3.933], [-13.480, 13.744, 2.419], [-11.324, 12.920, 1.514], [-10.722, 10.517, 2.176], [-15.251, 10.870, 7.286], [-14.556, 10.052, 9.358], [-12.376, 8.727, 9.513], [-11.265, 8.105, 7.437], [-3.342, 8.544, 6.726], [-4.969, 8.034, 6.951], [-5.305, 6.847, 6.233], [-6.569, 6.377, 6.332], [-7.182, 5.027, 5.620], [-7.543, 7.122, 7.307], [-8.469, 6.553, 7.784], [-7.128, 8.501, 7.824], [-8.269, 9.387, 8.683], [-5.828, 8.873, 7.707], [-4.523, 6.397, 5.642], [-5.409, 9.721, 8.131], [-8.993, 9.499, 3.529], [-9.048, 8.549, 4.525], [-7.852, 8.527, 5.187], [-9.530, 7.251, 4.121], [-10.163, 8.937, 5.438]]
}

---

Entry 9:
{
  "formula": "C5H11NO",
  "method": "ωB97M-V/def2-TZVPD",
  "smiles": "C=C(N)CCCO",
  "relative_energy_kj_mol": 170.46,
  "max_force_ev_per_a": 1.960,
  "homo_ev": -8.451,
  "multiplicity": 1,
  "symbols": ["C", "C", "N", "C", "C", "C", "O", "H", "H", "H", "H", "H", "H", "H", "H", "H", "H", "H"],
  "xyz": [[-1.334, -0.126, -1.734], [-0.297, -0.689, -1.103], [0.944, -0.891, -1.688], [-0.397, -0.915, 0.389], [0.704, -0.257, 1.220], [0.558, 1.252, 1.236], [-0.657, 1.674, 1.834], [-2.359, -0.401, -1.531], [-1.169, 0.316, -2.710], [1.759, -0.719, -1.111], [1.080, -0.268, -2.479], [-1.406, -0.662, 0.705], [-0.356, -1.983, 0.640], [0.629, -0.597, 2.254], [1.681, -0.609, 0.888], [0.605, 1.678, 0.224], [1.359, 1.782, 1.754], [-1.344, 1.412, 1.215]]
}

---

Entry 10:
{
  "formula": "C7H17NO2",
  "method": "ωB97M-V/def2-TZVPD",
  "relative_energy_kj_mol": 304.96,
  "max_force_ev_per_a": 5.637,
  "homo_ev": -8.878,
  "multiplicity": 1,
  "symbols": ["C", "C", "C", "C", "H", "H", "H", "H", "H", "H", "H", "H", "H", "H", "C", "C", "N", "C", "O", "O", "H", "H", "H", "H", "H", "H", "H"],
  "xyz": [[-2.100, -0.822, -0.522], [-2.329, -2.117, 0.230], [0.510, 0.170, -0.325], [-3.204, 0.203, -0.357], [-1.888, -1.009, -1.574], [-2.964, 1.128, -0.878], [-2.496, -1.933, 1.290], [-1.487, -2.797, 0.114], [-3.219, -2.616, -0.157], [0.647, -0.893, -0.513], [0.044, 0.885, -1.002], [-1.108, -0.340, -0.079], [-3.385, 0.421, 0.694], [-4.135, -0.185, -0.774], [2.344, 2.030, -0.628], [3.066, -0.272, -0.168], [2.062, 0.752, -0.025], [0.615, 0.672, 1.161], [0.797, -0.415, 1.985], [0.147, 1.728, 1.544], [0.805, -0.084, 2.896], [4.042, 0.125, 0.114], [1.627, 2.758, -0.251], [2.292, 2.002, -1.728], [3.346, 2.359, -0.349], [2.828, -1.099, 0.499], [3.144, -0.652, -1.199]]
}

---

Entry 11:
{
  "formula": "C2H10N2S2",
  "method": "ωB97M-V/def2-TZVPD",
  "smiles": "CSS.NCN",
  "relative_energy_kj_mol": 25.14,
  "max_force_ev_per_a": 2.280,
  "homo_ev": -8.535,
  "multiplicity": 1,
  "symbols": ["C", "S", "S", "H", "H", "H", "H", "N", "C", "N", "H", "H", "H", "H", "H", "H"],
  "xyz": [[-2.613, 1.270, 1.712], [-1.323, 0.803, 2.876], [0.381, 1.688, 2.268], [-2.508, 0.733, 0.771], [-2.701, 2.332, 1.523], [-3.543, 0.937, 2.184], [0.722, 0.925, 1.212], [1.396, -1.866, -2.262], [1.559, -1.264, -0.901], [0.913, 0.005, -0.682], [1.962, -1.344, -2.915], [0.418, -1.775, -2.526], [1.226, -2.059, -0.232], [2.623, -1.189, -0.818], [1.487, 0.736, -1.095], [0.001, 0.071, -1.116]]
}

---

Entry 12:
{
  "formula": "C4H8O3",
  "method": "ωB97M-V/def2-TZVPD",
  "relative_energy_kj_mol": 510.99,
  "max_force_ev_per_a": 0.527,
  "homo_ev": [-9.133, -9.133],
  "multiplicity": 1,
  "symbols": ["C", "C", "O", "C", "O", "C", "O", "H", "H", "H", "H", "H", "H", "H", "H"],
  "xyz": [[-1.134, 1.109, -1.067], [-0.818, 0.681, 0.361], [-1.796, 0.500, 1.188], [0.305, -0.262, 0.512], [1.259, -0.379, -0.420], [2.475, -0.951, -0.071], [2.760, -1.335, 1.016], [-1.664, 0.284, -1.554], [-0.250, 1.365, -1.659], [-1.807, 1.968, -1.028], [-0.046, 1.431, 0.821], [-1.726, -1.127, 0.846], [-1.217, -1.660, 0.520], [0.556, -0.640, 1.503], [3.104, -0.986, -0.968]]
}

---

Listing calculated total energy for the structures above in their given order: -53150.0300; -39822.1902; -93503.5150; -27927.3599; -19561.8774; -56906.8739; -13445.2291; -77640.0540; -8899.9306; -13117.5801; -26886.6274; -10415.7074 eV.